Entry from the OMol25 dataset: a 4-piece molecular cluster, C29H36BrN3O10 overall at a distorted geometry (ωB97M-V with the def2-TZVPD basis set).

```
79
Properties=species:S:1:pos:R:3:mulliken_charge:R:1
Br 0.48 -0.68 6.36 -0.160
O -2.07 0.49 2.27 -0.250
O -2.08 0.19 5.70 -0.274
O 4.34 -0.94 -3.86 -0.637
O 3.19 -7.65 -5.58 -0.610
O -1.80 -1.42 4.06 -0.523
O -2.43 2.45 -0.95 -0.557
O -1.98 0.86 3.64 -0.342
O 2.48 -0.53 -2.87 -0.522
O 1.46 -8.50 -4.63 -0.614
O -3.80 2.85 -2.56 -0.614
N -3.41 2.99 -1.42 0.998
N 2.21 -7.57 -4.88 1.012
N 3.47 -0.19 -3.47 1.037
C 2.68 2.13 -3.27 -0.247
C -3.74 4.06 0.77 -0.076
C 3.95 3.94 -4.21 -0.438
C 1.88 -6.26 -4.30 0.030
C 1.73 -0.98 0.22 2.045
C -6.02 5.34 -0.18 -0.438
C -1.45 -0.61 6.68 -0.142
C 2.27 -0.21 1.42 -1.725
C -4.18 3.88 -0.53 0.037
C 3.63 1.25 -3.74 0.020
C 4.75 1.68 -4.44 -0.418
C -1.27 1.41 8.22 -1.106
C -5.60 5.54 1.13 -0.390
C 2.84 3.48 -3.51 -0.584
C 0.78 -6.14 -3.49 -0.415
C 2.48 -2.31 0.15 -1.569
C -0.74 0.57 1.74 -0.880
C 1.26 -3.80 -3.25 -0.314
C -1.94 -0.25 4.43 0.701
C 4.90 3.04 -4.67 -0.439
C 0.23 -1.28 0.28 -1.495
C 2.38 -3.94 -4.07 -0.290
C -5.31 4.50 -1.02 -0.459
C 0.47 -4.90 -2.95 -0.451
C -2.11 -0.55 -0.07 -1.914
C -1.79 -0.01 8.02 -0.467
C -0.71 -0.08 0.35 1.560
C -4.46 4.90 1.60 -0.579
C 2.69 -5.18 -4.60 -0.458
H 0.00 -1.80 -0.65 0.075
H -2.03 -0.96 -1.07 0.501
H 5.76 3.39 -5.22 0.373
H 1.80 0.75 1.58 0.344
H -2.86 3.55 1.13 0.445
H 3.33 -0.01 1.25 0.513
H 3.00 -3.08 -4.29 0.300
H -0.48 1.63 1.67 0.304
H 4.08 4.99 -4.39 0.389
H -2.82 0.25 -0.08 0.327
H -0.20 1.48 8.02 0.334
H -1.48 -0.68 8.81 0.372
H -2.43 -1.37 0.58 0.343
H -1.76 2.06 7.51 0.289
H -1.80 -1.63 6.61 0.495
H -0.07 0.09 2.44 0.539
H 0.16 -7.00 -3.26 0.451
H 1.93 -0.42 -0.70 -0.522
H 1.81 1.77 -2.73 0.605
H -4.14 5.05 2.62 0.395
H -6.91 5.83 -0.54 0.375
H -0.39 -4.79 -2.31 0.427
H 2.23 -0.84 2.31 0.304
H -1.45 1.76 9.23 0.356
H 1.02 -2.83 -2.84 0.427
H 5.48 0.97 -4.80 0.456
H 3.55 -2.15 0.17 0.454
H 2.19 -2.88 -0.72 0.174
H 3.56 -5.30 -5.24 0.460
H -5.63 4.34 -2.03 0.463
H 2.10 4.18 -3.14 0.394
H 0.03 -1.99 1.08 0.394
H 2.20 -2.87 1.04 0.480
H -0.41 0.66 -0.38 0.291
H -2.87 0.05 8.02 0.250
H -6.16 6.20 1.78 0.383
```

highest occupied orbital energy = -0.359 Ha
LUMO energy = -0.027 Ha
SMILES = CC[C@H](Br)OC(=O)OOC[C@H](C)CC(C)C.O=[N+]([O-])c1ccccc1.O=[N+]([O-])c1ccccc1.O=[N+]([O-])c1ccccc1